Entry from the OMol25 dataset: a 3-piece molecular cluster, C5H16NO overall (wB97M-V/def2-TZVPD).

Computed properties:
Spin multiplicity: 1
Frontier orbital gap in eV: 6.63
Charge: +1
Maximum force in eV/A: 3.04
E_LUMO in eV: -6.776
ΔE to the lowest compared entry with this formula, charge and spin in kJ/mol: 325.0
HOMO in eV: -13.41

Each line ends with the Löwdin charge.
Atoms and positions in Å:
1 C 0.423 -1.559 1.286  -0.0188
2 C -0.978 -0.890 0.965  -0.1705
3 C -0.960 -0.456 -0.390  0.0534
4 C -1.257 0.898 -0.823  -0.1900
5 C -2.529 1.496 -0.187  -0.0355
6 N 3.187 0.405 0.480  0.0270
7 H 1.084 -0.740 1.552  0.0594
8 H 0.316 -2.206 2.148  0.0919
9 H -1.251 -0.143 1.706  0.1274
10 H -1.731 -1.693 1.030  0.1674
11 H -1.146 -1.212 -1.150  0.1633
12 H 1.033 -0.210 -1.145  -0.0226
13 H -1.320 0.938 -1.909  0.1298
14 H -0.458 1.610 -0.579  0.1606
15 H -2.607 1.287 0.883  0.0793
16 H -2.601 2.568 -0.299  0.0932
17 H -3.437 1.066 -0.618  0.0963
18 H 0.857 -2.090 0.446  0.0840
19 H 3.551 1.067 1.153  0.0239
20 H 3.886 -0.284 0.250  0.0253
21 H 1.528 -0.841 -2.460  0.0721
22 H 3.008 0.987 -0.328  0.0048
23 O 1.402 0.003 -2.009  -0.0217

=====

Entry from the OMol25 dataset: a 2-piece molecular cluster, C5H16NO overall (wB97M-V/def2-TZVPD).

Computed properties:
Spin multiplicity: 1
Frontier orbital gap in eV: 11.68
Charge: +1
Maximum force in eV/A: 2.64
E_LUMO in eV: -3.314
ΔE to the lowest compared entry with this formula, charge and spin in kJ/mol: 125.4
HOMO in eV: -14.99

Each line ends with the Löwdin charge.
Atoms and positions in Å:
1 C -1.535 0.938 0.681  -0.0464
2 C -0.342 0.118 0.297  -0.3754
3 C -0.503 -0.169 -1.151  -0.2177
4 C 0.828 -0.638 -1.819  -0.2371
5 C 0.506 -0.843 -3.334  -0.1223
6 N 0.937 0.999 0.528  0.2025
7 H -1.533 1.210 1.705  0.0749
8 H -2.378 0.245 0.405  0.1270
9 H -1.548 1.737 -0.053  0.0897
10 H -0.198 -0.850 0.899  0.1841
11 H -1.336 -0.904 -1.229  0.1432
12 H -0.965 0.717 -1.747  0.1579
13 H 1.518 0.247 -1.857  0.1022
14 H 1.394 -1.582 -1.552  0.1349
15 H 1.378 -1.111 -3.978  0.0904
16 H -0.185 -1.711 -3.462  0.0878
17 H -0.068 -0.065 -3.771  0.0530
18 H 0.914 1.458 1.453  0.1636
19 H 0.914 1.801 -0.147  0.1810
20 H 1.815 0.407 0.471  0.1873
21 H -0.175 -1.297 4.539  0.0707
22 H 0.115 0.196 4.666  0.0408
23 O 0.008 -0.490 3.989  -0.0922

=====

Entry from the OMol25 dataset: a 3-piece molecular cluster, C5H16NO2 overall (wB97M-V/def2-TZVPD).

Computed properties:
Spin multiplicity: 1
Frontier orbital gap in eV: 9.49
Charge: +1
Maximum force in eV/A: 1.85
E_LUMO in eV: -2.891
ΔE to the lowest compared entry with this formula, charge and spin in kJ/mol: 98.4
HOMO in eV: -12.38

Each line ends with the Löwdin charge.
Atoms and positions in Å:
1 C 1.471 0.400 0.877  -0.1557
2 C 0.140 -0.343 0.611  -0.1827
3 C -1.061 0.340 1.232  -0.1311
4 C -2.038 -0.403 1.752  -0.1525
5 C -3.330 0.103 2.302  -0.0838
6 N 1.799 1.331 -0.247  0.1928
7 H 2.199 -0.407 0.957  0.1298
8 H 1.498 0.878 1.853  0.1303
9 H 0.241 -1.365 0.975  0.1206
10 H 0.073 -0.378 -0.484  0.1008
11 H -0.855 1.366 1.535  0.1105
12 H -1.818 -1.468 1.819  0.1108
13 H -3.154 1.033 2.850  0.0846
14 H -3.922 -0.629 2.839  0.0769
15 H -3.925 0.437 1.452  0.0815
16 H 1.015 1.968 -0.342  0.1689
17 H 1.852 0.708 -1.077  0.0984
18 H 2.693 1.789 -0.115  0.1703
19 H 0.610 -2.462 -3.528  0.0707
20 H -0.604 -1.667 -2.986  0.0685
21 O 0.359 -1.695 -3.002  -0.0411
22 H 1.635 -0.361 -3.066  0.0157
23 H 2.946 0.413 -3.396  0.0769
24 O 2.175 0.412 -2.811  -0.0609

=====

Entry from the OMol25 dataset: a 3-piece molecular cluster, C5H16NO2 overall (wB97M-V/def2-TZVPD).

Computed properties:
Spin multiplicity: 1
Frontier orbital gap in eV: 10.77
Charge: +1
Maximum force in eV/A: 4.91
E_LUMO in eV: -2.945
ΔE to the lowest compared entry with this formula, charge and spin in kJ/mol: 278.8
HOMO in eV: -13.71

Each line ends with the Löwdin charge.
Atoms and positions in Å:
1 C -1.386 -1.453 0.463  -0.0761
2 C -0.646 -0.283 -0.238  -0.3504
3 C -0.441 -0.630 -1.796  -0.1312
4 C 0.798 -0.029 -2.374  -0.2004
5 C 2.026 -0.498 -2.430  -0.0015
6 N 0.654 -0.148 0.493  0.1594
7 H -1.032 -2.477 0.501  0.0805
8 H -1.602 -1.207 1.585  0.1196
9 H -2.261 -1.569 -0.163  0.0786
10 H -1.264 0.707 -0.126  0.1417
11 H -1.503 -0.467 -2.274  0.1598
12 H -0.357 -1.832 -1.744  0.1567
13 H 0.796 0.981 -2.668  0.0964
14 H 2.745 -0.218 -3.119  0.0422
15 H 2.358 -1.583 -2.239  0.1062
16 H 0.675 -0.792 1.399  0.2037
17 H 0.716 0.815 0.864  0.1196
18 H 1.474 -0.242 -0.172  0.1434
19 H -1.635 3.053 1.390  -0.0006
20 H -2.200 1.802 2.023  0.1355
21 O -1.648 2.159 1.211  -0.0602
22 H 1.111 0.971 3.763  0.0559
23 H 1.373 1.914 2.812  0.0047
24 O 1.250 1.026 2.839  0.0164

=====

Entry from the OMol25 dataset: a 3-piece molecular cluster, C5H16O2 overall (wB97M-V/def2-TZVPD).

Computed properties:
Spin multiplicity: 1
SMILES: CCCCC.O.O
Frontier orbital gap in eV: 11.78
Maximum force in eV/A: 2.82
E_LUMO in eV: 0.765
ΔE to the lowest compared entry with this formula, charge and spin in kJ/mol: 75.3
HOMO in eV: -11.02

Each line ends with the Löwdin charge.
Atoms and positions in Å:
1 C -1.837 -1.583 1.218  -0.1328
2 C -1.826 -0.094 1.085  -0.2737
3 C -0.797 0.391 0.046  -0.2439
4 C 0.687 0.131 0.315  -0.2895
5 C 1.279 1.050 1.374  -0.1256
6 H -2.768 -1.894 1.751  0.0789
7 H -0.968 -1.986 1.687  0.0526
8 H -1.899 -2.053 0.148  0.1052
9 H -1.699 0.402 2.045  0.1017
10 H -2.838 0.215 0.675  0.1233
11 H -0.995 0.063 -0.931  0.0807
12 H -0.954 1.457 0.000  0.0983
13 H 0.867 -0.937 0.679  0.1182
14 H 1.235 0.265 -0.665  0.1083
15 H 2.393 1.032 1.377  0.0808
16 H 0.967 2.092 1.270  0.0678
17 H 0.976 0.632 2.342  0.0732
18 O 0.357 -2.714 -1.355  -0.0895
19 H 0.479 -3.099 -2.279  0.0783
20 H 0.125 -1.776 -1.418  -0.0015
21 O 1.671 2.750 -2.119  -0.0831
22 H 1.407 2.525 -1.209  0.0081
23 H 2.397 3.400 -1.906  0.0643

=====

Entry from the OMol25 dataset: a 3-piece molecular cluster, C5H16O2 overall (wB97M-V/def2-TZVPD).

Computed properties:
Spin multiplicity: 1
SMILES: CCCCC.O.O
Frontier orbital gap in eV: 11.12
Maximum force in eV/A: 5.63
E_LUMO in eV: 0.671
ΔE to the lowest compared entry with this formula, charge and spin in kJ/mol: 271.2
HOMO in eV: -10.45

Each line ends with the Löwdin charge.
Atoms and positions in Å:
1 C -1.193 -0.354 2.659  -0.1118
2 C -1.362 -0.067 1.116  -0.2050
3 C -0.566 -1.109 0.088  -0.1510
4 C 0.139 -0.481 -1.231  -0.2851
5 C 1.328 -1.294 -1.670  -0.1196
6 H -0.670 0.548 3.023  0.0640
7 H -2.103 -0.462 3.299  0.0731
8 H -0.648 -1.222 2.873  0.0288
9 H -2.471 -0.085 0.856  0.1086
10 H -1.114 0.911 1.043  0.0270
11 H 0.175 -1.821 0.626  0.1111
12 H -1.390 -1.676 -0.200  0.0503
13 H -0.690 -0.669 -1.954  0.0962
14 H 0.389 0.514 -0.918  0.0769
15 H 2.206 -0.589 -1.690  0.0845
16 H 1.563 -2.023 -0.889  0.0539
17 H 0.982 -1.681 -2.678  0.0963
18 O -0.662 1.489 -3.066  0.0421
19 H -1.456 1.198 -2.810  -0.0261
20 H -0.627 2.298 -2.697  -0.0103
21 O 2.683 2.536 1.390  -0.0622
22 H 3.538 2.048 1.597  0.0798
23 H 1.951 1.990 1.234  -0.0213

=====

Entry from the OMol25 dataset: a 4-piece molecular cluster, C5H16O3 overall (wB97M-V/def2-TZVPD).

Computed properties:
Spin multiplicity: 1
SMILES: CC=C(C)C.O.O.O
Frontier orbital gap in eV: 9.15
Maximum force in eV/A: 1.46
E_LUMO in eV: 0.465
ΔE to the lowest compared entry with this formula, charge and spin in kJ/mol: 72.8
HOMO in eV: -8.69

Each line ends with the Löwdin charge.
Atoms and positions in Å:
1 C 0.303 1.597 0.184  -0.0801
2 C -0.211 0.400 -0.587  -0.1480
3 C 0.510 -0.413 -1.356  -0.3637
4 C -0.001 -1.805 -1.647  -0.0658
5 C 1.811 -0.047 -1.958  -0.0709
6 H -0.363 2.463 0.312  0.0685
7 H 0.372 1.154 1.181  0.0607
8 H 1.236 2.032 -0.148  0.0601
9 H -1.242 0.163 -0.353  0.0801
10 H 0.014 -2.061 -2.718  0.0801
11 H -1.020 -1.907 -1.275  0.0729
12 H 0.645 -2.535 -1.182  0.0725
13 H 1.734 0.144 -3.032  0.0856
14 H 2.572 -0.839 -1.958  0.0817
15 H 2.304 0.803 -1.501  0.0628
16 O 1.946 -0.123 3.480  -0.0631
17 H 1.005 0.054 3.417  -0.0101
18 H 1.998 -1.060 3.239  0.0406
19 O -1.137 -1.050 3.795  -0.0541
20 H -1.677 -1.590 3.201  0.0463
21 H -1.330 -0.159 3.478  0.0355
22 O -3.101 1.261 -1.354  -0.0662
23 H -2.430 1.935 -1.486  0.0274
24 H -3.937 1.583 -1.731  0.0471

=====

Entry from the OMol25 dataset: C5H16O5Tl as an isolated structure (wB97M-V/def2-TZVPD).

Computed properties:
Spin multiplicity: 1
Frontier orbital gap in eV: 2.48
Charge: +3
Maximum force in eV/A: 2.21
E_LUMO in eV: -17.990
ΔE to the lowest compared entry with this formula, charge and spin in kJ/mol: 113.1
HOMO in eV: -20.47

Each line ends with the Löwdin charge.
Atoms and positions in Å:
1 Tl 0.355 -1.130 0.833  1.2968
2 C 1.211 -5.071 0.304  0.0059
3 O 1.657 -3.737 0.570  -0.1168
4 H 0.222 -5.033 -0.151  0.1167
5 H 1.996 -5.642 -0.191  0.1432
6 H 0.996 -5.489 1.287  0.1431
7 H 2.561 -3.790 0.890  0.1238
8 C 2.055 2.366 0.760  -0.0792
9 C 0.572 2.806 0.949  -0.0996
10 O -0.215 1.768 1.496  -0.0464
11 O 2.119 1.133 0.005  -0.0304
12 H 2.434 2.204 1.769  0.1691
13 H 2.736 3.151 0.430  0.1663
14 H 0.125 2.866 -0.043  0.1609
15 H 0.519 3.734 1.520  0.1674
16 H -1.043 2.157 1.787  0.1376
17 H 2.445 1.438 -0.844  0.1314
18 C -2.689 0.824 -0.721  -0.1202
19 C -1.784 0.660 -1.958  -0.0929
20 O -0.439 0.472 -1.510  -0.0580
21 O -2.388 -0.175 0.254  -0.0461
22 H -3.753 0.646 -0.880  0.1679
23 H -2.543 1.812 -0.285  0.1553
24 H -1.960 1.583 -2.509  0.1619
25 H -2.143 -0.235 -2.466  0.1776
26 H 0.145 1.010 -2.050  0.1234
27 H -3.192 -0.329 0.756  0.1414

=====

Entry from the OMol25 dataset: a 2-piece molecular cluster, C5H16OSi2 overall (wB97M-V/def2-TZVPD).

Computed properties:
Spin multiplicity: 1
Frontier orbital gap in eV: 8.26
Maximum force in eV/A: 2.83
E_LUMO in eV: 0.155
ΔE to the lowest compared entry with this formula, charge and spin in kJ/mol: 48.2
HOMO in eV: -8.11

Each line ends with the Löwdin charge.
Atoms and positions in Å:
1 C 3.042 -1.986 2.171  -0.2190
2 C 3.110 1.888 1.062  -0.3120
3 C -2.993 -1.504 -0.917  -0.2362
4 C -0.502 -0.021 -1.982  -0.2275
5 C -3.187 1.602 -0.976  -0.2659
6 O 2.996 -0.629 1.947  -0.4764
7 Si 2.137 0.758 2.297  0.7204
8 Si -2.006 0.075 -0.752  0.5407
9 H 2.166 -2.503 1.649  0.0940
10 H 3.134 -2.294 3.293  0.1055
11 H 3.958 -2.403 1.692  0.0784
12 H 4.223 1.689 1.019  0.0401
13 H 2.639 1.805 0.131  -0.0346
14 H 3.004 2.945 1.365  0.0021
15 H -3.870 -1.437 -0.293  0.0186
16 H -3.176 -1.551 -1.985  0.0248
17 H -2.369 -2.398 -0.714  0.0335
18 H -0.378 -1.133 -2.297  0.0464
19 H -0.620 0.644 -2.842  0.0109
20 H 0.491 0.180 -1.488  0.0109
21 H -3.735 1.591 -0.013  0.0130
22 H -2.570 2.516 -1.105  0.0154
23 H -3.805 1.618 -1.930  0.0338
24 H -1.686 0.547 0.667  -0.0169

=====

Entry from the OMol25 dataset: C5H17AlClN3O5P as an isolated structure (wB97M-V/def2-TZVPD).

Computed properties:
Spin multiplicity: 1
Frontier orbital gap in eV: 5.78
Charge: -1
Maximum force in eV/A: 1.27
E_LUMO in eV: 2.187
ΔE to the lowest compared entry with this formula, charge and spin in kJ/mol: 27.7
HOMO in eV: -3.59

Each line ends with the Löwdin charge.
Atoms and positions in Å:
1 N 4.242 0.075 0.904  -0.2912
2 P 3.589 1.652 1.347  0.5773
3 O 2.786 2.070 -0.117  -0.4843
4 Al 1.963 1.272 3.024  0.0929
5 C 0.278 0.281 2.464  -0.3600
6 C -0.465 0.767 1.220  -0.3685
7 C -1.639 -0.166 0.876  -0.5815
8 Cl -1.147 -1.529 -0.180  0.5363
9 H 5.210 0.202 0.637  -0.0228
10 H 4.269 -0.461 1.770  -0.0207
11 H 1.903 2.371 0.158  -0.0059
12 H 2.727 0.387 4.152  -0.1334
13 H 1.606 2.710 3.654  -0.1390
14 H 0.432 -0.791 2.358  0.0329
15 H -0.419 0.395 3.299  0.0325
16 H 0.180 0.785 0.345  0.0664
17 H -0.915 1.742 1.376  0.0986
18 H -2.489 0.340 0.438  0.0444
19 H -1.971 -0.622 1.800  0.0584
20 C -4.597 -2.214 -1.475  0.0366
21 N -5.352 -1.174 -0.725  -0.4463
22 O -6.446 -1.475 -0.284  0.0508
23 O -4.828 -0.087 -0.608  0.0597
24 H -5.201 -3.113 -1.499  0.0891
25 H -4.420 -1.831 -2.475  0.1022
26 H -3.653 -2.385 -0.963  0.0467
27 C 2.575 0.172 -2.680  0.0418
28 N 1.378 0.041 -3.556  -0.4521
29 O 0.341 0.535 -3.171  0.0552
30 O 1.518 -0.546 -4.616  0.0294
31 H 2.300 0.715 -1.784  0.0552
32 H 2.919 -0.830 -2.441  0.0996
33 H 3.327 0.711 -3.248  0.0996

=====

Entry from the OMol25 dataset: C5H17AsI2InN2 as an isolated structure (wB97M-V/def2-TZVPD).

Computed properties:
Spin multiplicity: 1
Frontier orbital gap (alpha / beta) in eV: 7.24 / 7.24
Charge: +1
Maximum force in eV/A: 0.49
E_LUMO (alpha / beta) in eV: -3.486 / -3.486
ΔE to the lowest compared entry with this formula, charge and spin in kJ/mol: 0.0
HOMO (alpha / beta) in eV: -10.73 / -10.73

Each line ends with the Löwdin charge.
Atoms and positions in Å:
1 In 0.908 -0.822 -0.889  0.4853
2 I 4.289 -0.076 -0.349  0.8332
3 C 3.577 1.620 -1.386  -1.1164
4 I 1.702 2.344 -0.714  0.8455
5 H 3.451 1.336 -2.424  -0.0329
6 H 4.294 2.417 -1.237  -0.0300
7 N 1.421 -2.091 1.556  -0.0597
8 N 1.266 -0.657 1.542  -0.1410
9 H 1.370 -2.466 2.498  0.0977
10 H 2.347 -2.301 1.198  0.0484
11 H 1.916 -0.185 2.166  0.0923
12 H 0.326 -0.473 1.877  0.0354
13 C 1.594 -0.956 -2.844  -0.2918
14 H 0.662 -1.194 -3.381  -0.1014
15 H 2.190 -1.879 -2.854  -0.0967
16 C -3.155 0.368 -1.156  -0.2793
17 As -1.616 0.191 -0.005  0.9936
18 C -2.289 -1.037 1.359  -0.2776
19 C -1.650 1.879 0.947  -0.3135
20 H -4.010 0.672 -0.554  0.0462
21 H -3.362 -0.588 -1.634  0.0397
22 H -2.958 1.112 -1.924  0.0393
23 H -3.213 -1.486 1.000  0.0392
24 H -2.495 -0.498 2.283  0.0401
25 H -1.580 -1.841 1.555  0.0135
26 H -2.601 1.975 1.469  0.0439
27 H -1.551 2.698 0.235  0.0267
28 H -0.833 1.937 1.664  0.0206

=====

Entry from the OMol25 dataset: a 2-piece molecular cluster, C5H17N2O overall (wB97M-V/def2-TZVPD).

Computed properties:
Spin multiplicity: 1
Frontier orbital gap in eV: 9.59
Charge: +1
Maximum force in eV/A: 3.74
E_LUMO in eV: -3.128
ΔE to the lowest compared entry with this formula, charge and spin in kJ/mol: 127.5
HOMO in eV: -12.72

Each line ends with the Löwdin charge.
Atoms and positions in Å:
1 C -0.223 2.201 0.941  -0.2766
2 C -0.758 0.864 1.360  -0.2123
3 C 0.199 -0.358 1.481  -0.1658
4 C -0.427 -1.756 1.063  -0.1531
5 C -0.846 -1.696 -0.404  -0.1243
6 N 0.362 -1.852 -1.335  0.1701
7 N 0.153 2.321 -0.479  -0.0095
8 H -0.686 3.135 1.306  0.1234
9 H 0.713 2.258 1.558  0.1192
10 H -1.371 0.931 2.218  0.1015
11 H -1.616 0.640 0.663  0.1101
12 H 0.507 -0.339 2.509  0.1076
13 H 1.106 -0.231 0.888  0.0987
14 H 0.424 -2.352 1.330  0.1122
15 H -1.303 -1.987 1.642  0.1177
16 H -1.431 -2.651 -0.517  0.1427
17 H -1.433 -0.864 -0.777  0.1165
18 H 0.332 -1.163 -2.088  0.1142
19 H 1.279 -1.710 -0.883  0.1537
20 H 0.457 -2.765 -1.825  0.1832
21 H -0.102 3.264 -0.745  0.0786
22 H -0.382 1.745 -1.126  0.0607
23 H 1.630 1.126 -1.563  0.0360
24 H 1.907 0.829 -2.997  0.0738
25 O 1.511 0.410 -2.218  -0.0780